61
Properties=species:S:1:pos:R:3 method="wB97M-V/def2-TZVPD" homo_energy_ev=-9.1097 orbital_gap_ev=7.61 smiles="CP(O)NS(=O)(=O)F.c1ccccc1.c1ccccc1.c1ccccc1.c1ccccc1"
C 4.635 -1.843 -1.214
P 3.485 -3.016 -0.166
O 3.116 -4.317 -1.319
N 1.980 -2.186 0.309
S 0.629 -2.579 -0.725
O 0.944 -2.383 -2.255
O -0.593 -1.665 -0.322
F 0.055 -4.201 -0.568
H 4.423 -0.748 -0.789
H 5.787 -2.084 -1.028
H 4.375 -1.881 -2.362
H 3.650 -5.103 -0.945
H 2.106 -1.158 0.448
C -2.152 0.802 0.523
C -1.951 1.825 -0.403
C -2.396 3.117 -0.125
C -3.034 3.388 1.086
C -3.231 2.366 2.015
C -2.794 1.072 1.732
H -1.808 -0.206 0.304
H -1.449 1.614 -1.344
H -2.246 3.912 -0.850
H -3.376 4.396 1.306
H -3.726 2.578 2.959
H -2.953 0.275 2.453
C 6.843 -1.441 2.597
C 6.199 -2.676 2.525
C 6.831 -3.822 3.007
C 8.104 -3.731 3.571
C 8.747 -2.496 3.646
C 8.119 -1.351 3.155
H 6.352 -0.549 2.218
H 5.204 -2.745 2.093
H 6.332 -4.785 2.945
H 8.595 -4.623 3.951
H 9.738 -2.425 4.086
H 8.622 -0.390 3.209
C -6.471 0.535 1.789
C -6.863 -0.379 2.767
C -8.218 -0.610 3.003
C -9.181 0.065 2.253
C -8.789 0.976 1.273
C -7.434 1.215 1.044
H -5.415 0.718 1.608
H -6.112 -0.910 3.346
H -8.523 -1.318 3.769
H -10.237 -0.119 2.433
H -9.540 1.502 0.688
H -7.129 1.929 0.284
C 0.504 1.661 -5.279
C 0.704 2.684 -6.206
C 0.259 3.976 -5.927
C -0.378 4.248 -4.716
C -0.575 3.226 -3.788
C -0.138 1.932 -4.071
H 0.848 0.654 -5.498
H 1.207 2.474 -7.147
H 0.410 4.771 -6.652
H -0.720 5.255 -4.497
H -1.070 3.438 -2.844
H -0.297 1.135 -3.350

=====

12
Properties=species:S:1:pos:R:3 method="wB97M-V/def2-TZVPD" homo_energy_ev=-10.7139 orbital_gap_ev=10.33 de_lowest_kj_mol=494.8
N -1.944 -1.732 1.778
C -1.445 -0.808 1.297
C -0.764 0.352 0.664
O 0.274 0.814 1.445
C 0.991 0.759 -1.067
C 1.180 -0.509 -0.750
C -0.220 0.013 -0.749
H -1.516 1.133 0.508
H 1.404 1.645 -1.525
H 1.788 -1.330 -1.069
H 1.202 -0.107 0.991
H -0.950 -0.230 -1.522

=====

18
Properties=species:S:1:pos:R:3 method="wB97M-V/def2-TZVPD" homo_energy_ev="-13.1691 / -12.0403" orbital_gap_ev="8.71 / 7.83" charge=+1 de_lowest_kj_mol=522.1
C -1.218 -0.314 -0.399
C -0.105 -1.325 -0.667
C 1.505 0.006 0.796
C -1.313 2.081 0.251
N -0.636 0.974 -0.434
N 1.019 -1.273 0.480
S 2.681 0.636 -0.293
H -2.112 -0.570 -1.137
H -1.818 -0.676 0.432
H -0.434 -2.388 -0.658
H 0.585 -1.069 -1.571
H 1.465 0.780 1.655
H -1.517 2.879 -0.514
H -2.246 1.761 0.852
H -0.681 2.420 1.053
H 0.499 -1.771 1.329
H 1.796 -1.836 0.080
H 2.531 -0.316 -1.255

=====

12
Properties=species:S:1:pos:R:3 method="wB97M-V/def2-TZVPD" homo_energy_ev=-26.4294 orbital_gap_ev=5.04 charge=+4 de_lowest_kj_mol=0.0
O -0.396 -0.422 -0.381
C 0.269 -1.274 0.262
C -0.238 -2.033 1.387
H 1.345 -1.229 0.055
H -1.191 -1.666 1.780
H 0.552 -2.027 2.158
H -0.303 -3.086 1.061
O -1.277 2.632 -0.372
C -0.294 2.682 -0.972
O 0.521 2.760 -1.809
Y 2.099 3.532 -3.305
H -1.087 0.130 0.136

=====

8
Properties=species:S:1:pos:R:3 method="wB97M-V/def2-TZVPD" homo_energy_ev=-8.8592 orbital_gap_ev=7.97 de_lowest_kj_mol=184.9
Si 2.974 0.090 -0.680
Si -1.436 0.083 0.155
Cl 0.025 1.375 0.823
Cl 1.971 -1.707 -0.695
Cl -3.000 1.197 -0.377
Cl -0.957 -1.230 -1.213
H 2.326 0.592 0.521
H -1.902 -0.399 1.466

=====

204
Properties=species:S:1:pos:R:3 method="wB97M-V/def2-TZVPD" homo_energy_ev=-8.1679 orbital_gap_ev=8.51 smiles=COC[C@H](C)N.COC[C@H](C)N.COC[C@H](C)N.COC[C@H](C)N.COC[C@H](C)N.COC[C@H](C)N.COC[C@H](C)N.COC[C@H](C)N.COC[C@H](C)N.COC[C@H](C)N.COC[C@H](C)N.COC[C@H](C)N de_lowest_kj_mol=597.7
C 1.502 3.213 3.533
C 2.025 3.564 2.108
C 2.641 5.010 2.032
O 1.574 5.933 1.969
C 1.704 6.990 2.830
N 3.091 2.688 1.762
H 2.251 3.173 4.324
H 1.036 2.230 3.475
H 0.725 3.897 3.873
H 1.234 3.455 1.365
H 3.190 5.183 1.107
H 3.285 5.163 2.898
H 1.540 6.591 3.831
H 0.936 7.740 2.639
H 2.648 7.529 2.898
H 2.651 1.794 1.595
H 3.598 2.428 2.595
C -3.206 -3.662 0.727
C -4.298 -4.740 0.522
C -5.296 -4.294 -0.590
O -6.467 -5.099 -0.498
C -7.566 -4.766 -1.304
N -3.557 -5.919 0.134
H -3.634 -2.691 0.975
H -2.659 -3.479 -0.198
H -2.404 -3.935 1.413
H -4.866 -5.022 1.408
H -4.929 -4.495 -1.597
H -5.407 -3.214 -0.492
H -7.353 -4.396 -2.307
H -8.097 -3.973 -0.778
H -8.307 -5.558 -1.419
H -3.171 -5.828 -0.794
H -4.259 -6.645 0.147
C -0.334 1.991 -2.353
C -0.936 2.851 -3.411
C -2.361 3.325 -3.099
O -2.949 4.295 -4.011
C -3.031 3.869 -5.397
N -0.096 4.012 -3.542
H 0.641 1.634 -2.683
H -0.805 1.010 -2.289
H -0.322 2.376 -1.333
H -0.961 2.335 -4.371
H -2.458 3.780 -2.113
H -3.054 2.485 -3.046
H -3.901 3.259 -5.643
H -2.097 3.431 -5.748
H -3.111 4.829 -5.906
H 0.185 4.112 -2.577
H -0.746 4.756 -3.751
C 1.613 -4.796 -2.761
C 2.259 -3.437 -2.591
C 1.169 -2.306 -2.705
O 0.464 -2.468 -3.908
C -0.552 -1.513 -4.181
N 2.954 -3.345 -1.306
H 0.787 -4.889 -2.056
H 2.412 -5.497 -2.521
H 1.206 -4.910 -3.766
H 3.004 -3.283 -3.371
H 1.691 -1.350 -2.669
H 0.492 -2.484 -1.870
H -1.435 -2.068 -4.497
H -0.235 -0.680 -4.808
H -0.883 -1.037 -3.258
H 3.590 -4.128 -1.248
H 2.359 -3.733 -0.588
C 5.488 3.601 5.001
C 5.590 2.206 4.426
C 6.517 1.261 5.284
O 7.898 1.482 5.007
C 8.835 0.755 5.803
N 4.329 1.652 4.273
H 6.444 3.902 5.429
H 4.800 3.586 5.847
H 5.142 4.350 4.290
H 5.996 2.223 3.415
H 6.401 0.208 5.024
H 6.165 1.332 6.313
H 8.561 0.775 6.858
H 9.888 0.956 5.606
H 8.603 -0.249 5.447
H 3.797 1.466 5.111
H 4.349 0.719 3.887
C 0.144 -10.352 4.784
C 0.429 -9.326 3.667
C 0.312 -7.826 4.101
O 0.258 -6.992 2.944
C 0.104 -5.649 3.243
N 1.816 -9.614 3.247
H 0.854 -10.291 5.608
H 0.240 -11.386 4.451
H -0.798 -10.298 5.330
H -0.314 -9.413 2.874
H 1.147 -7.573 4.755
H -0.654 -7.701 4.589
H 0.787 -5.267 4.002
H -0.925 -5.568 3.594
H 0.259 -5.095 2.318
H 2.467 -9.825 3.990
H 2.128 -8.897 2.608
C 0.592 -2.117 1.258
C 0.861 -0.659 0.743
C -0.329 0.323 0.800
O -1.328 -0.252 -0.039
C -2.624 0.254 0.333
N 2.061 -0.174 1.427
H 0.131 -2.214 2.240
H 1.502 -2.710 1.163
H -0.108 -2.536 0.535
H 1.087 -0.819 -0.312
H -0.099 1.325 0.438
H -0.704 0.405 1.820
H -3.166 -0.611 -0.049
H -2.815 1.160 -0.241
H -2.811 0.253 1.407
H 2.826 -0.740 1.090
H 1.994 -0.326 2.424
C 4.011 -3.019 3.622
C 5.376 -2.208 3.459
C 6.404 -3.102 2.798
O 5.973 -3.793 1.664
C 7.006 -4.586 1.035
N 5.158 -0.922 2.877
H 4.188 -3.944 4.171
H 3.633 -3.234 2.623
H 3.278 -2.431 4.174
H 5.791 -2.072 4.457
H 6.734 -3.842 3.527
H 7.300 -2.527 2.562
H 6.622 -5.070 0.137
H 7.297 -5.266 1.836
H 7.848 -4.006 0.659
H 4.894 -1.125 1.923
H 6.062 -0.522 2.673
C -1.822 4.666 1.159
C -1.673 5.908 0.272
C -1.723 7.255 1.041
O -3.021 7.396 1.673
C -4.109 7.843 0.951
N -0.439 5.785 -0.509
H -1.436 3.724 0.769
H -2.867 4.506 1.423
H -1.453 4.898 2.158
H -2.524 5.873 -0.408
H -1.414 8.172 0.540
H -1.000 7.164 1.852
H -4.941 7.982 1.641
H -4.473 7.092 0.250
H -4.000 8.780 0.404
H -0.300 6.745 -0.793
H 0.203 5.694 0.265
C -8.891 4.632 -3.285
C -7.571 4.125 -3.968
C -6.326 4.405 -3.048
O -6.624 3.982 -1.651
C -5.392 3.857 -0.968
N -7.814 2.656 -4.110
H -9.018 4.369 -2.235
H -9.758 4.285 -3.847
H -8.890 5.717 -3.391
H -7.351 4.609 -4.920
H -6.072 5.453 -3.205
H -5.426 3.960 -3.473
H -5.357 3.738 0.115
H -4.748 4.697 -1.230
H -4.808 3.052 -1.413
H -8.105 2.399 -3.178
H -6.929 2.177 -4.197
C -4.645 -1.157 -3.355
C -5.206 0.035 -4.065
C -5.061 0.074 -5.594
O -3.697 0.396 -6.010
C -3.439 0.459 -7.406
N -6.624 0.054 -3.651
H -4.977 -2.115 -3.756
H -4.727 -1.078 -2.271
H -3.570 -1.154 -3.532
H -4.799 0.977 -3.696
H -5.678 0.903 -5.942
H -5.449 -0.882 -5.947
H -3.985 1.289 -7.854
H -3.756 -0.373 -8.035
H -2.382 0.652 -7.588
H -7.000 -0.787 -4.064
H -6.663 -0.252 -2.689
C 5.944 -1.803 -1.445
C 5.194 -0.840 -0.542
C 4.255 0.157 -1.267
O 5.031 1.087 -2.002
C 4.253 2.176 -2.411
N 4.317 -1.659 0.279
H 6.749 -2.370 -0.978
H 6.583 -1.172 -2.063
H 5.307 -2.424 -2.075
H 5.895 -0.329 0.117
H 3.626 0.676 -0.544
H 3.554 -0.302 -1.964
H 4.791 2.852 -3.076
H 3.748 2.716 -1.611
H 3.440 1.904 -3.084
H 4.803 -2.445 0.687
H 3.827 -2.197 -0.421